Density functional theory data (ωB97M-V/def2-TZVPD) for C13H13AsBr2F6N2O4SeV as an isolated structure.

The geometry in ORCA input format:
```
! wB97M-V def2-TZVPD RIJCOSX def2/J DEFGRID3
* xyz 0 4
V -0.616 0.023 -0.142
C -3.320 -1.583 0.142
N -1.857 -1.581 0.049
C -1.224 -2.721 0.122
C 0.197 -2.624 0.019
C 1.264 -3.581 -0.254
C 2.374 -2.879 -0.503
C 2.086 -1.411 -0.339
N 0.673 -1.382 0.024
C -4.024 -1.529 -1.197
C -5.403 -1.718 -1.207
C -6.117 -1.633 -2.390
C -5.457 -1.359 -3.582
C -4.084 -1.180 -3.577
C -3.367 -1.267 -2.390
H -3.610 -0.708 0.728
H -3.647 -2.472 0.689
H -1.746 -3.664 0.243
H 1.147 -4.653 -0.281
H 3.345 -3.258 -0.780
H 2.676 -0.949 0.457
H -5.924 -1.926 -0.279
H -7.190 -1.776 -2.383
H -6.014 -1.280 -4.506
H -3.560 -0.961 -4.498
H -2.298 -1.114 -2.411
Br -1.088 0.280 2.439
C 0.217 1.527 3.148
Br 2.015 0.870 3.097
H -0.068 1.672 4.181
H 0.128 2.420 2.543
O 2.322 -0.704 -1.572
Se 1.300 0.716 -1.831
O -0.206 0.041 -2.096
O 1.121 1.319 -0.310
O 1.998 1.513 -3.013
F -2.324 1.237 -0.548
As -2.191 3.093 -0.579
F -3.378 3.127 -1.805
F -0.957 2.866 -1.761
F -1.952 4.779 -0.533
F -0.995 2.821 0.668
F -3.407 3.112 0.627
*
```

Computed properties:
Electronic energy (Eh): -12242.16300
Energy above the lowest of the compared OMol25 structures with the same formula, charge and spin (kJ/mol): 14.9
HOMO level (spin up / spin down) (eV): -8.339 / -9.423
Strongest force on any atom (eV Å⁻¹): 1.54
Frontier orbital gap (spin up / spin down) (eV): 6.89 / 7.33

Density functional theory data (ωB97M-V/def2-TZVPD) for an isolated molecule of C13H13ClN2O3.

The geometry in ORCA input format:
```
! wB97M-V def2-TZVPD RIJCOSX def2/J DEFGRID3
* xyz 0 1
C 3.454 2.226 -3.889
C 2.790 2.836 -2.661
C 3.486 2.455 -1.353
C 3.267 0.997 -0.969
O 1.869 0.786 -0.743
C 1.527 -0.101 0.174
O 2.282 -0.769 0.834
C 0.054 -0.176 0.302
N -0.844 0.526 -0.324
N -2.035 0.120 0.109
C -1.828 -0.824 0.991
C -2.830 -1.560 1.723
C -2.458 -2.548 2.635
C -3.425 -3.249 3.327
C -4.766 -2.960 3.108
Cl -5.974 -3.835 3.971
C -5.148 -1.977 2.202
C -4.180 -1.279 1.511
O -0.511 -1.054 1.156
H 4.504 2.508 -3.937
H 2.963 2.579 -4.793
H 3.389 1.141 -3.876
H 2.805 3.923 -2.755
H 1.748 2.518 -2.607
H 3.101 3.082 -0.547
H 4.561 2.627 -1.437
H 3.586 0.324 -1.770
H 3.816 0.738 -0.058
H -1.412 -2.762 2.796
H -3.148 -4.014 4.034
H -6.194 -1.768 2.046
H -4.446 -0.511 0.802
*
```

Computed properties:
Electronic energy (Eh): -1298.60496
Energy above the lowest of the compared OMol25 structures with the same formula, charge and spin (kJ/mol): 0.0
SMILES: CCCCOC(=O)c1nnc(-c2ccc(Cl)cc2)o1
HOMO level (eV): -9.112
Strongest force on any atom (eV Å⁻¹): 1.80
Frontier orbital gap (eV): 8.80

Density functional theory data (ωB97M-V/def2-TZVPD) for an isolated molecule of C13H13FN2O2S.

The geometry in ORCA input format:
```
! wB97M-V def2-TZVPD RIJCOSX def2/J DEFGRID3
* xyz 0 1
O 1.316 2.308 0.949
S 1.214 0.898 0.702
O 0.535 0.068 1.651
N 0.528 0.652 -0.818
C -0.791 0.058 -0.825
C -1.880 1.016 -0.318
C -3.162 0.274 -0.090
C -3.327 -0.506 1.051
C -4.512 -1.204 1.214
N -5.504 -1.174 0.339
C -5.347 -0.436 -0.745
C -4.203 0.302 -1.010
C 2.850 0.241 0.407
C 3.868 1.094 0.027
C 5.125 0.579 -0.240
C 5.318 -0.788 -0.116
F 6.535 -1.296 -0.377
C 4.303 -1.650 0.269
C 3.052 -1.120 0.532
H 0.572 1.514 -1.343
H -1.014 -0.284 -1.840
H -0.734 -0.808 -0.163
H -2.025 1.823 -1.041
H -1.527 1.444 0.622
H -2.543 -0.556 1.791
H -4.682 -1.818 2.089
H -6.181 -0.437 -1.435
H -4.128 0.892 -1.911
H 3.665 2.150 -0.040
H 5.946 1.212 -0.536
H 4.503 -2.706 0.358
H 2.231 -1.743 0.848
*
```

Computed properties:
Electronic energy (Eh): -1261.21620
Energy above the lowest of the compared OMol25 structures with the same formula, charge and spin (kJ/mol): 21.9
SMILES: O=S(=O)(NCCc1ccncc1)c1ccc(F)cc1
HOMO level (eV): -9.641
Strongest force on any atom (eV Å⁻¹): 0.84
Frontier orbital gap (eV): 10.16

Density functional theory data (ωB97M-V/def2-TZVPD) for an isolated molecule of C13H13N2O3P.

The geometry in ORCA input format:
```
! wB97M-V def2-TZVPD RIJCOSX def2/J DEFGRID3
* xyz 0 1
O -1.040 -3.180 0.246
P -0.147 -2.019 0.247
N -0.787 -0.589 0.866
C -1.966 0.009 0.469
C -2.739 -0.522 -0.565
C -3.903 0.136 -0.905
C -4.253 1.294 -0.221
C -3.408 1.738 0.780
N -2.290 1.118 1.122
C 1.373 -2.217 1.282
O 1.979 -1.020 1.684
C 2.262 -0.051 0.760
C 2.627 1.179 1.311
C 2.939 2.260 0.515
C 2.888 2.139 -0.864
C 2.533 0.928 -1.423
C 2.230 -0.175 -0.633
O 1.955 -1.372 -1.288
C 0.584 -1.638 -1.431
H -0.291 -0.079 1.585
H -2.424 -1.429 -1.059
H -4.532 -0.246 -1.696
H -5.155 1.833 -0.462
H -3.625 2.635 1.345
H 1.069 -2.729 2.201
H 2.064 -2.875 0.735
H 2.659 1.249 2.387
H 3.218 3.197 0.972
H 3.126 2.979 -1.498
H 2.499 0.800 -2.494
H 0.498 -2.541 -2.042
H 0.056 -0.811 -1.927
*
```

Computed properties:
Electronic energy (Eh): -1179.80292
Energy above the lowest of the compared OMol25 structures with the same formula, charge and spin (kJ/mol): 0.0
SMILES: O=P1(Nc2ccccn2)COc2ccccc2OC1
HOMO level (eV): -8.737
Strongest force on any atom (eV Å⁻¹): 0.96
Frontier orbital gap (eV): 9.49

Density functional theory data (ωB97M-V/def2-TZVPD) for an isolated ion of composition C13H13N2O5S and charge -1.

The geometry in ORCA input format:
```
! wB97M-V def2-TZVPD RIJCOSX def2/J DEFGRID3
* xyz -1 1
C -3.487 3.645 0.811
C -2.195 4.058 0.160
O -1.157 3.342 0.896
C 0.103 3.758 0.611
O 0.411 4.915 0.405
C 1.067 2.591 0.542
C 2.385 3.189 0.548
N 3.462 3.626 0.564
C 0.882 1.816 -0.742
O 0.296 2.306 -1.711
N 1.442 0.607 -0.592
S 1.749 -0.457 -1.758
O 3.177 -0.615 -1.888
O 0.916 -0.346 -2.925
C 1.145 -1.928 -0.926
C 1.719 -2.329 0.280
C 1.252 -3.490 0.898
C 0.232 -4.255 0.317
C -0.277 -5.480 1.020
C -0.292 -3.858 -0.920
C 0.156 -2.697 -1.545
H -4.327 3.997 0.213
H -3.544 2.555 0.906
H -3.560 4.084 1.811
H -2.127 3.728 -0.884
H -1.998 5.132 0.230
H 0.888 1.920 1.399
H 2.522 -1.746 0.723
H 1.695 -3.814 1.842
H -1.070 -5.958 0.440
H 0.523 -6.213 1.175
H -0.678 -5.226 2.008
H -1.058 -4.468 -1.403
H -0.250 -2.388 -2.504
*
```

Computed properties:
Electronic energy (Eh): -1387.15418
SMILES: CCOC(=O)[C@H](C#N)C(=O)N=[S@](=O)([O-])c1ccc(C)cc1
HOMO level (eV): -5.630
Strongest force on any atom (eV Å⁻¹): 2.64
Frontier orbital gap (eV): 8.46

Density functional theory data (ωB97M-V/def2-TZVPD) for C13H13N2O5SW as an isolated structure.

The geometry in ORCA input format:
```
! wB97M-V def2-TZVPD RIJCOSX def2/J DEFGRID3
* xyz 3 1
W -0.977 -3.035 0.450
O -0.863 -7.274 2.745
C -0.370 -6.852 1.844
O -1.031 -3.197 2.121
C 0.442 -6.479 0.681
C 1.367 -5.214 0.841
C 2.589 -5.466 -0.020
C 1.972 -5.532 -1.446
C 0.531 -5.086 -1.237
O 0.667 -4.199 -0.002
C -0.373 -6.145 -0.613
C -1.736 -5.589 -0.140
O -2.380 -6.198 0.657
O -1.999 -4.332 -0.569
H 1.073 -7.369 0.560
H 1.502 -4.817 1.843
H 3.279 -4.631 0.079
H 3.114 -6.373 0.275
H 2.486 -4.863 -2.130
H 1.999 -6.531 -1.880
H 0.078 -4.510 -2.039
H -0.530 -7.024 -1.239
C -0.757 11.064 1.584
C -0.774 10.148 0.427
C -0.964 10.516 -0.917
C -0.973 9.569 -1.926
N -0.791 8.219 -1.620
C -0.659 8.242 -0.405
S -0.829 -1.020 -0.129
N -0.595 8.785 0.684
H -0.768 12.102 1.263
H 0.123 10.869 2.197
H -1.635 10.869 2.205
H -1.104 11.558 -1.167
H -1.115 9.792 -2.974
*
```

Computed properties:
Electronic energy (Eh): -1453.07204
Energy above the lowest of the compared OMol25 structures with the same formula, charge and spin (kJ/mol): 0.0
HOMO level (eV): -18.428
Strongest force on any atom (eV Å⁻¹): 0.50
Frontier orbital gap (eV): 7.44

Density functional theory data (ωB97M-V/def2-TZVPD) for an isolated molecule of C13H13N3O.

The geometry in ORCA input format:
```
! wB97M-V def2-TZVPD RIJCOSX def2/J DEFGRID3
* xyz 0 1
C 1.100 2.408 1.648
C 1.691 1.452 0.658
C 2.406 1.909 -0.442
C 2.942 1.021 -1.358
C 2.760 -0.340 -1.197
C 2.020 -0.811 -0.118
C 1.858 -2.278 0.075
O 2.792 -3.057 0.046
N 0.607 -2.746 0.377
N -0.624 -2.173 0.349
C -0.906 -1.216 -0.453
C -2.199 -0.617 -0.413
C -2.722 0.428 -1.159
C -4.034 0.637 -0.721
C -4.282 -0.278 0.277
N -3.173 -1.025 0.455
C 1.507 0.085 0.814
H 0.044 2.566 1.426
H 1.604 3.371 1.609
H 1.173 2.012 2.659
H 2.552 2.971 -0.577
H 3.509 1.391 -2.200
H 3.177 -1.046 -1.899
H 0.580 -3.706 0.704
H -0.207 -0.801 -1.179
H -2.207 0.971 -1.926
H -4.721 1.372 -1.090
H -5.169 -0.435 0.859
H -3.043 -1.780 1.107
H 0.961 -0.285 1.670
*
```

Computed properties:
Electronic energy (Eh): -742.67327
Energy above the lowest of the compared OMol25 structures with the same formula, charge and spin (kJ/mol): 93.9
SMILES: Cc1cccc(C(=O)N/N=C/c2ccc[nH]2)c1
HOMO level (eV): -7.925
Strongest force on any atom (eV Å⁻¹): 1.03
Frontier orbital gap (eV): 8.36

Density functional theory data (ωB97M-V/def2-TZVPD) for C13H13N5O3S2 as an isolated structure.

The geometry in ORCA input format:
```
! wB97M-V def2-TZVPD RIJCOSX def2/J DEFGRID3
* xyz 0 1
C -3.866 -1.940 0.801
H -3.423 -2.881 1.159
H -4.761 -1.639 1.049
H -3.897 -2.095 -0.391
C -2.953 -0.968 0.938
C -1.651 -1.189 0.696
N -0.692 -1.429 1.590
N 0.521 -1.559 0.693
C 0.404 -1.566 -0.566
N 1.501 -1.873 -1.372
C 2.754 -1.859 -1.159
O 3.431 -1.992 -2.243
C 3.301 -2.477 0.126
H 3.718 -3.212 0.343
H 2.469 -2.172 0.837
S 4.611 -1.232 0.794
C 3.909 0.158 0.645
N 4.266 1.411 1.111
N 3.458 2.476 0.687
C 2.352 1.791 0.273
C 1.111 2.297 -0.411
C 0.549 3.675 -0.053
C -0.586 3.687 -0.811
C -0.819 2.353 -1.156
O 0.284 1.695 -1.246
H -1.465 1.869 -1.899
H -1.242 4.212 -0.984
H 1.191 4.556 0.251
O 2.573 0.380 0.126
H 1.249 -1.741 -2.268
S -1.156 -1.144 -1.110
C -3.487 0.501 0.351
H -3.490 0.477 -0.585
H -2.793 1.209 0.700
H -4.474 0.712 0.866
H -2.897 -0.491 2.218
*
```

Computed properties:
Electronic energy (Eh): -1798.55828
Energy above the lowest of the compared OMol25 structures with the same formula, charge and spin (kJ/mol): 1445.3
HOMO level (eV): -7.771
Strongest force on any atom (eV Å⁻¹): 18.75
Frontier orbital gap (eV): 7.64

Density functional theory data (ωB97M-V/def2-TZVPD) for an isolated molecule of C13H13NO4S.

The geometry in ORCA input format:
```
! wB97M-V def2-TZVPD RIJCOSX def2/J DEFGRID3
* xyz 0 1
C -0.627 -0.795 2.300
C 0.671 -0.488 1.369
C 1.599 0.558 1.782
C 2.632 0.724 1.057
C 2.853 -0.100 -0.260
C 4.000 0.437 -0.681
O 4.867 1.395 -0.775
O 4.308 -0.342 -1.967
C 1.858 -0.950 -0.515
C 0.665 -1.251 0.318
N -0.165 -2.065 -0.471
C -1.528 -1.940 -0.693
O -2.120 -2.989 -0.849
C -2.099 -0.390 -0.590
C -3.475 -0.350 -0.622
S -4.208 0.881 -0.564
C -2.762 2.252 -0.285
C -1.682 1.630 -1.353
O -1.204 0.396 -0.646
H -0.397 -0.732 3.341
H -1.024 -1.696 1.980
H -1.528 -0.135 1.870
H 1.181 0.939 2.857
H 3.326 1.652 1.393
H 5.061 -0.300 -2.404
H 2.092 -1.269 -1.437
H 0.119 -2.902 -0.411
H -4.040 -1.325 -0.541
H -3.004 3.263 -0.690
H -2.483 2.232 0.834
H -0.794 2.180 -1.179
H -2.093 1.479 -2.166
*
```

Computed properties:
Electronic energy (Eh): -1256.65707
Energy above the lowest of the compared OMol25 structures with the same formula, charge and spin (kJ/mol): 1312.4
SMILES: Cc1ccc(C(=O)O)cc1NC(=O)C1=CSCCO1
HOMO level (eV): -7.464
Strongest force on any atom (eV Å⁻¹): 18.19
Frontier orbital gap (eV): 6.84

Density functional theory data (ωB97M-V/def2-TZVPD) for an isolated ion of composition C13H14Br2N2O7P and charge +1.

The geometry in ORCA input format:
```
! wB97M-V def2-TZVPD RIJCOSX def2/J DEFGRID3
* xyz 1 1
C -3.332 1.610 0.363
C -3.164 0.168 -0.297
O -4.098 -0.661 -0.099
N -2.003 -0.311 -1.087
C -2.190 -0.163 -2.544
C -3.613 -0.564 -3.209
O -1.298 0.221 -3.343
C -0.715 0.221 -0.616
C -0.226 1.677 -0.723
N 1.061 2.108 -0.202
C 1.987 1.195 0.465
P 3.578 1.973 1.111
O 4.386 2.433 -0.097
O 3.152 3.315 2.109
O 4.528 0.953 2.076
C 1.624 -0.322 0.608
C 2.589 -1.371 1.326
C 3.873 -1.611 0.392
O 3.742 -1.326 -0.823
Br 5.534 -2.277 1.220
C 0.262 -0.819 0.053
C -0.228 -2.357 0.120
C -1.401 -2.578 1.196
O -1.290 -2.001 2.300
Br -2.925 -3.762 0.701
H -2.583 1.687 1.237
H -4.382 1.723 0.808
H -3.189 2.481 -0.363
H -4.208 0.364 -3.504
H -3.368 -1.133 -4.183
H -4.203 -1.307 -2.562
H -0.879 2.476 -1.223
H 1.338 3.103 -0.307
H 2.653 2.971 2.887
H 4.102 0.835 2.967
H 2.071 -2.373 1.579
H 2.869 -0.924 2.352
H -0.703 -2.579 -0.912
H 0.652 -3.073 0.225
*
```

Computed properties:
Electronic energy (Eh): -6628.99102
SMILES: CC(=O)N(C(C)=O)c1c[nH+]c(P(=O)(O)O)c(CC(=O)Br)c1CC(=O)Br
HOMO level (eV): -13.542
Strongest force on any atom (eV Å⁻¹): 5.50
Frontier orbital gap (eV): 7.97

Density functional theory data (ωB97M-V/def2-TZVPD) for an isolated molecule of C13H14BrN3OS.

The geometry in ORCA input format:
```
! wB97M-V def2-TZVPD RIJCOSX def2/J DEFGRID3
* xyz 0 1
C -0.024 1.008 4.043
C -0.776 0.066 3.109
C -2.247 -0.064 3.517
C -0.695 0.506 1.689
N -1.344 -0.038 0.728
N -1.141 0.497 -0.466
C -0.307 1.479 -0.458
N 0.107 2.202 -1.537
C 0.048 1.888 -2.883
O 0.425 2.703 -3.687
C -0.452 0.508 -3.226
C 0.405 -0.557 -2.592
C -0.170 -1.691 -2.033
C 0.613 -2.651 -1.419
C 1.984 -2.470 -1.366
Br 3.069 -3.772 -0.492
C 2.583 -1.358 -1.933
C 1.787 -0.408 -2.546
S 0.320 1.844 1.150
H -0.092 0.649 5.067
H 1.028 1.068 3.770
H -0.450 2.008 4.000
H -0.317 -0.930 3.161
H -2.318 -0.473 4.521
H -2.768 -0.721 2.826
H -2.730 0.910 3.502
H 0.546 3.095 -1.339
H -0.429 0.414 -4.315
H -1.480 0.402 -2.877
H -1.240 -1.818 -2.058
H 0.162 -3.524 -0.974
H 3.654 -1.235 -1.892
H 2.249 0.462 -2.992
*
```

Computed properties:
Electronic energy (Eh): -3715.50217
Energy above the lowest of the compared OMol25 structures with the same formula, charge and spin (kJ/mol): 3.8
SMILES: CC(C)c1nnc(NC(=O)Cc2ccc(Br)cc2)s1
HOMO level (eV): -8.878
Strongest force on any atom (eV Å⁻¹): 1.61
Frontier orbital gap (eV): 9.23

Density functional theory data (ωB97M-V/def2-TZVPD) for C13H14CeIN3S as an isolated structure.

The geometry in ORCA input format:
```
! wB97M-V def2-TZVPD RIJCOSX def2/J DEFGRID3
* xyz 2 1
C 0.336 -4.432 -2.295
C -1.119 -4.648 -1.920
H 0.435 -4.067 -3.317
H 0.860 -5.389 -2.236
H 0.869 -3.726 -1.650
H -1.708 -3.733 -1.816
H -1.579 -5.243 -2.699
H -1.211 -5.214 -1.002
C 2.049 1.918 -1.198
C 2.472 3.203 -1.503
C 1.617 4.282 -1.248
C 0.376 4.046 -0.681
H 2.698 1.052 -1.328
H 3.456 3.335 -1.950
H 1.889 5.307 -1.502
H -0.350 4.834 -0.447
N 0.793 1.649 -0.760
C -0.025 2.719 -0.454
C -1.334 2.419 0.118
N -1.634 1.088 0.263
C -2.743 0.712 0.955
C -3.425 3.022 1.132
C -3.664 1.664 1.379
H -2.817 -0.358 1.155
H -4.562 1.345 1.908
C -2.237 3.420 0.527
H -1.971 4.479 0.356
H -4.147 3.786 1.416
Ce -0.096 -0.605 -0.521
I 2.187 -1.646 -2.017
S 2.192 -2.133 3.719
C 1.482 -1.640 2.393
N 0.884 -1.252 1.390
*
```

Computed properties:
Electronic energy (Eh): -1838.48163
Energy above the lowest of the compared OMol25 structures with the same formula, charge and spin (kJ/mol): 59.5
HOMO level (spin up / spin down) (eV): -15.315 / -15.322
Strongest force on any atom (eV Å⁻¹): 3.33
Frontier orbital gap (spin up / spin down) (eV): 5.62 / 5.63